C5H16O2Si2 | ωB97M-V/def2-TZVPD

Atoms and positions in Å:
C -0.70100 1.80021 1.13854
C -1.74038 2.58258 -1.55096
C -2.04524 -0.32380 -0.76151
C 2.56888 -2.87618 -0.04036
C 0.94678 0.80866 -1.16994
O 2.38390 -1.10568 2.30513
O 0.10244 -1.93150 1.35346
Si -0.82260 1.17717 -0.65236
Si 1.60110 -1.47691 0.92764
H -0.87006 0.96063 1.92317
H 0.24067 2.26081 1.29454
H -1.45018 2.50020 1.46262
H -2.79887 2.57836 -1.39163
H -1.51936 3.65205 -1.14863
H -1.54034 2.51186 -2.70006
H -3.04975 -0.05415 -0.59351
H -2.07701 -0.82627 -1.70594
H -1.83371 -1.07842 -0.16236
H 2.42712 -2.77085 -1.04088
H 3.61358 -2.76439 0.30462
H 2.12014 -3.73112 0.26677
H 1.79973 1.11568 -0.56288
H 1.25082 -0.10902 -1.76474
H 2.05977 -1.52939 3.05374
H -0.66642 -1.37054 1.21553

Forces on the atoms, in the same order (eV/Å):
-1.2 -2.3 1.1
1.5 1.5 -1.4
0.7 3.3 -2.6
1.0 3.7 2.9
0.2 -2.7 0.8
1.4 1.2 -1.8
-0.7 -0.5 0.1
-0.7 0.2 0.5
0.2 0.3 -1.9
0.7 1.1 -1.2
1.1 0.3 0.3
-0.5 0.6 -0.3
-0.8 -0.7 0.0
0.4 -1.8 -0.9
-0.4 0.5 2.0
-1.2 0.7 0.4
0.3 0.0 -1.1
1.1 -3.4 3.2
-0.1 0.4 -2.9
-0.5 -0.3 -0.5
-1.1 -2.9 1.1
-0.1 0.6 -0.3
-0.5 1.4 0.2
-0.9 -1.0 2.3
0.2 0.0 0.0

E_tot	-25294.19268	eV
energy relative to the best compared isomer or geometry (same formula, charge and spin)	174.2	kJ/mol